The following is a DFT calculation (ωB97M-V with the def2-TZVPD basis set) of a 14-piece molecular cluster, C17H58F3O15 overall at a distorted geometry.

Computed properties:
spin multiplicity	1
net charge	-1

XYZ file:
```
93
C17H58F3O15 ωB97M-V with the def2-TZVPD basis set
F -1.95859 -1.63026 1.51918
F -1.38472 -1.50937 -0.52475
F 0.03437 -1.99692 0.93739
O -4.28215 1.89583 3.22006
O -0.74033 3.26479 2.76873
O -1.89398 -2.02710 -4.57778
O 4.70903 3.08840 -0.05163
O 2.96027 -0.23859 3.39851
O 0.68977 -1.69568 4.08028
O -2.72145 -4.58803 4.66443
O 0.51248 1.24034 -6.88096
O -1.74844 1.22398 0.96194
O -5.47322 -4.18687 -0.13528
O 0.03146 0.88184 -0.34144
O -0.89437 3.49829 -0.57158
O -3.47849 2.10673 -2.34817
O 3.28140 -3.32980 -2.00916
O 4.62777 1.61135 -5.56572
C -4.44108 -3.24072 0.15079
C 0.23809 1.13435 -5.52275
C 1.68800 0.72437 -1.92074
C -0.99900 -1.22877 0.71039
C -0.68475 0.31690 0.80685
C 0.18463 3.99889 -1.33654
C 0.04335 3.09551 3.95128
C -3.48246 0.95343 3.89199
C 1.40217 0.58984 -0.41768
C -2.28568 -2.66399 -3.38386
C -2.53340 -3.57395 3.68629
C -2.44970 1.17287 -2.64845
C 3.90295 3.11500 1.06620
C 2.50568 -3.47591 -0.83566
C 3.77079 0.79231 -4.82960
C -0.27082 -0.88674 4.68351
C 3.94982 -0.77823 2.47264
H -4.95408 2.19897 3.83505
H 5.36151 1.91999 -5.02909
H -1.13599 -2.54637 -4.85601
H 3.84647 -0.27638 1.51058
H 1.94257 1.31292 0.19323
H -3.17983 0.10170 3.28282
H -0.60277 2.60880 -0.35858
H -2.67946 -3.97568 2.68360
H 1.46718 -3.20425 -1.02487
H -2.55927 0.76199 -3.65208
H 0.70309 1.95186 -4.97179
H -4.19337 0.59634 4.63711
H 0.05494 4.05149 4.47481
H -3.47897 -3.75271 0.16827
H -1.55488 -3.09391 3.69848
H 0.29865 2.10514 -7.23873
H 2.47062 -4.49322 -0.44584
H -2.69823 1.43262 4.47803
H -0.90248 2.36609 2.47268
H -1.04387 -1.42839 5.22859
H 5.46316 2.53333 0.16000
H -4.46545 -2.43870 -0.58696
H 4.21711 -3.47770 -1.85364
H -2.48790 0.44046 -1.84209
H 4.43047 3.49260 1.94211
H -5.21627 -4.97358 0.35121
H 3.69688 2.11568 1.44961
H -3.10352 -2.18282 -2.84749
H 3.00116 3.70548 0.90432
H -0.13608 4.06774 -2.37601
H -0.88021 -0.28984 4.00493
H 3.31570 0.58313 3.74499
H 3.46177 1.39557 -3.97597
H -3.01542 -4.08721 5.42886
H 4.20276 -0.15791 -4.51558
H -3.68302 2.41318 -3.23466
H 1.72091 -0.42093 -0.16307
H -1.43342 1.55211 -2.54145
H 3.83801 -1.83413 2.22633
H 0.99580 2.72198 3.57525
H -0.05372 0.48939 1.67871
H 2.84724 0.56659 -5.36270
H -2.64197 -3.66623 -3.62195
H -0.35270 2.32713 4.61522
H 2.64079 0.24661 -2.14884
H 1.09713 3.44965 -1.10468
H 0.37199 5.04321 -1.08675
H -3.22328 -2.74319 3.83466
H 0.40855 0.14470 -5.09892
H 1.66886 1.75869 -2.26411
H 2.85669 -2.75340 -0.09887
H 0.95994 0.14661 -2.49014
H 1.35236 -1.09465 3.73192
H -1.46897 -2.82423 -2.68001
H 4.91793 -0.76972 2.97344
H 0.23066 -0.24188 5.40515
H -0.83892 1.24684 -5.39833
H -4.66624 -2.77567 1.11054
```

=====

The following is a DFT calculation (ωB97M-V with the def2-TZVPD basis set) of a 13-piece molecular cluster, C17H60N10O13 overall at a distorted geometry.

Computed properties:
spin multiplicity	1

XYZ file:
```
100
C17H60N10O13 ωB97M-V with the def2-TZVPD basis set
O 14.24726 2.85403 2.16804
O 9.68307 5.86244 5.53405
O 11.29574 2.66611 1.28127
O 8.44880 4.26526 -0.00178
O 16.06024 9.24790 3.49663
O 11.98604 6.82139 2.00825
O 10.38392 10.18604 -2.09944
O 15.46674 5.21300 1.71621
O 9.41145 7.51153 1.76927
O 13.03268 5.00613 6.31109
O 14.18720 5.97671 -1.94356
O 12.91443 8.01625 5.32296
O 11.26748 2.96767 5.09391
N 11.23343 5.33836 7.75624
N 8.85948 3.75720 4.97157
N 13.89616 6.66375 0.23002
N 9.16133 3.92391 2.24411
N 13.81391 9.38777 3.13360
N 7.61185 5.44687 1.82087
N 7.42487 5.30002 4.78584
N 15.10732 10.42985 1.71445
N 12.54033 5.04720 -0.39213
N 13.15973 5.79378 8.62502
C 10.69271 10.30501 -0.69918
C 16.31335 6.04352 2.44353
C 14.97822 9.68112 2.78420
C 14.04041 2.58638 3.50445
C 8.60865 4.98815 5.23749
C 16.85124 5.03781 3.48716
C 10.61182 1.93309 0.29703
C 10.06887 9.18159 3.55552
C 11.17784 2.17184 6.20730
C 11.86377 9.24216 -0.33675
C 12.37900 8.63695 6.39543
C 12.53001 5.32160 7.56303
C 8.43151 4.56015 1.37146
C 9.05550 8.24760 2.92677
C 13.07149 10.01680 6.45294
C 12.25730 5.80339 2.87054
C 13.51937 5.89335 -0.74252
H 10.80169 6.07704 8.38810
H 12.13726 2.23264 6.73941
H 11.87633 8.36415 -0.97817
H 9.65961 9.65444 4.47970
H 13.01021 7.06083 5.59283
H 14.67896 7.42454 0.08308
H 9.91630 3.53731 5.09083
H 14.30095 10.92064 1.28361
H 12.05997 4.74020 2.55132
H 11.24062 8.67775 6.33327
H 11.76980 5.99610 3.85862
H 14.94005 5.60454 0.98229
H 11.08043 7.13821 2.15555
H 13.32970 5.97427 2.99973
H 6.74537 5.47811 1.25977
H 17.41060 4.22934 3.04049
H 10.57986 5.14771 6.90118
H 7.47245 5.56355 2.81600
H 10.19351 9.97977 2.86668
H 13.16787 1.89717 3.69333
H 12.75192 8.09858 7.26011
H 10.30952 2.41937 6.84766
H 16.05513 10.87274 1.54636
H 6.67695 4.60950 4.42962
H 12.14181 3.33123 5.18594
H 11.97764 5.07541 0.43667
H 8.80165 6.76243 1.69618
H 12.58494 10.39866 5.58741
H 13.70787 3.51041 3.97677
H 10.97616 8.60287 3.79662
H 17.11468 6.54177 1.88171
H 14.93430 2.23176 3.98587
H 12.24880 4.38751 -1.15935
H 11.06087 11.27430 -0.49270
H 9.70977 10.86969 -2.27806
H 14.15184 9.99139 6.23857
H 9.91144 10.20529 0.06257
H 14.86037 3.60900 2.09382
H 16.19138 4.62881 4.13945
H 12.24680 2.54467 1.20622
H 9.56498 2.01674 0.29536
H 13.03919 9.53526 2.46312
H 8.94271 4.09919 3.26244
H 12.82536 10.54602 7.35201
H 8.72653 7.42980 3.61016
H 8.17892 2.96282 5.04137
H 13.64769 8.84110 4.00735
H 11.82902 8.98001 0.64532
H 10.97252 0.90828 0.37928
H 15.80401 6.94248 2.92583
H 7.07486 6.29451 4.90831
H 12.83950 9.76868 -0.36584
H 12.75556 6.04680 9.57421
H 10.99868 1.23412 5.80949
H 17.50809 5.64351 4.08532
H 9.96811 3.34435 1.88067
H 14.17007 6.06431 8.42446
H 11.00998 2.24464 -0.64142
H 13.21164 6.89349 1.02232
H 8.20787 8.94527 2.77080
```

=====

The following is a DFT calculation (ωB97M-V with the def2-TZVPD basis set) of a 13-piece molecular cluster, C17H60N4O13 overall at a distorted geometry.

Computed properties:
spin multiplicity	1

XYZ file:
```
94
C17H60N4O13 ωB97M-V with the def2-TZVPD basis set
O -5.69146 -17.24679 14.95691
O -10.57870 -11.92725 14.63513
O -10.64717 -14.19014 12.72789
O -8.33072 -11.33432 9.82684
O -5.79551 -15.97978 11.90751
O -6.40210 -13.34648 9.69977
O -5.18369 -10.73247 17.11166
O -9.46650 -16.64419 12.87752
O -7.37163 -9.15157 12.91159
O -10.83243 -14.68528 16.57208
O -6.68786 -13.92843 15.25179
O -3.95950 -14.98957 15.12261
O -6.02822 -14.05077 18.12208
N -7.20446 -11.83551 16.85496
N -6.96176 -17.92681 12.50084
N -7.20841 -10.16304 18.32616
N -6.93990 -17.33419 10.43277
C -3.51645 -14.08718 14.17788
C -5.53780 -13.06688 10.76569
C -9.92024 -15.58844 15.96901
C -10.14698 -17.76190 13.09199
C -6.56289 -10.86159 17.38194
C -10.09383 -17.03890 16.51722
C -12.03776 -14.09925 12.51554
C -9.66521 -10.52036 11.55910
C -3.84429 -12.62914 14.53715
C -7.41239 -14.19444 14.09897
C -6.19684 -17.07908 16.19700
C -8.75735 -11.68980 11.14049
C -7.21872 -14.42558 18.83074
C -6.54074 -17.08072 11.61901
C -11.95876 -11.58301 14.88882
C -11.62438 -17.38972 13.29331
C -6.72581 -10.05964 13.87812
H -10.22750 -17.00908 17.66274
H -5.98603 -14.54865 15.29226
H -8.16046 -11.96974 16.99663
H -11.12036 -17.40641 16.18906
H -7.19268 -14.36677 19.89315
H -6.53690 -16.72238 9.64848
H -9.41978 -12.54082 11.25922
H -7.10815 -13.86491 13.16762
H -7.33375 -13.20544 9.81975
H -6.80212 -12.42071 16.09582
H -8.90606 -15.19535 16.09364
H -9.45538 -17.71011 16.04172
H -8.05769 -10.41910 9.85405
H -3.01714 -12.02858 14.26448
H -11.68543 -14.97664 16.31167
H -6.64146 -11.11534 13.72487
H -6.04278 -16.01193 16.51733
H -10.05937 -18.21916 12.03496
H -12.63664 -12.44364 15.04935
H -5.80698 -9.65505 14.32100
H -5.66598 -13.72196 11.58224
H -10.49360 -15.04367 13.11819
H -5.53224 -12.01372 11.06940
H -12.31878 -10.84722 14.16613
H -11.96326 -16.62722 13.98710
H -7.58110 -15.30870 14.11276
H -12.18210 -13.05740 12.06196
H -2.42296 -14.14608 14.12359
H -12.66748 -14.17233 13.41964
H -6.52945 -17.71470 13.42372
H -10.67179 -12.53842 13.88914
H -7.85758 -11.70956 11.82360
H -12.31832 -18.24892 13.44340
H -8.11060 -13.88029 18.44023
H -8.22259 -10.26719 18.34828
H -7.25064 -17.31791 16.31476
H -7.27072 -18.27855 10.22768
H -4.78532 -17.01041 15.11439
H -7.35482 -10.05557 14.72039
H -9.31498 -9.55547 11.25092
H -4.53604 -13.22102 10.48558
H -4.20555 -12.55375 15.60773
H -7.39470 -18.87378 12.24591
H -4.74282 -12.24695 14.02092
H -5.63455 -17.60389 17.00639
H -10.70650 -10.61151 11.37243
H -8.57335 -16.91339 12.56240
H -12.00412 -11.12387 15.81417
H -9.61052 -10.48229 12.60726
H -10.02781 -15.53337 14.87739
H -3.56114 -14.89416 15.99181
H -6.61559 -9.61450 18.98667
H -8.51055 -13.82780 14.18073
H -7.32265 -9.47499 12.00047
H -12.42617 -14.71993 11.68527
H -9.72024 -18.50110 13.78643
H -3.89349 -14.31253 13.13028
H -12.01873 -16.95991 12.36112
H -7.19071 -15.48608 18.48106
H -6.20153 -13.25013 17.57364
```

=====

For reference, orbital gap by record: 6.17, 7.80, 9.03 eV.
For reference, highest occupied orbital energy by record: -0.15767, -0.30501, -0.32658 hartree.